The following is a quantum chemistry calculation of C69H86ClF4N9O7SSiTa as an isolated structure in a non-equilibrium geometry, from the Open Molecules 2025 dataset.

Results
calculated total energy = -5304.63191 Ha
net charge = +1
relative energy (zero: lowest compared OMol25 entry of this formula, charge and spin) = 26.5 kcal per mole
LUMO level = -3.728 eV

Each line ends with the Löwdin charge.
Cartesian coordinates (Å):
Ta (0.633, 0.701, 0.274)  1.683
C (-1.384, -2.186, 1.484)  -0.095
N (-1.100, -0.856, 2.004)  -0.300
C (-0.813, -0.932, 3.432)  -0.093
C (-2.221, 0.037, 1.756)  -0.224
C (-1.869, 1.483, 2.108)  -0.197
N (-0.511, 1.854, 1.732)  -0.129
C (-0.006, 2.903, 2.412)  -0.199
C (1.359, 3.233, 2.283)  -0.159
F (2.070, 2.575, 1.294)  -0.055
C (1.998, 4.228, 2.990)  -0.234
F (3.303, 4.451, 2.771)  0.102
C (1.310, 5.005, 3.902)  0.087
C (-0.052, 4.777, 4.001)  -0.205
F (-0.784, 5.551, 4.809)  0.111
C (-0.698, 3.783, 3.289)  -0.131
F (-2.046, 3.743, 3.424)  0.073
H (-2.229, -2.666, 2.000)  0.108
H (-1.617, -2.110, 0.423)  0.054
H (-0.493, -2.801, 1.601)  0.078
H (-1.712, -1.227, 3.993)  0.110
H (-0.023, -1.658, 3.600)  0.046
H (-0.465, 0.033, 3.795)  0.083
H (-2.473, -0.054, 0.704)  0.057
H (-3.107, -0.251, 2.346)  0.133
H (-2.593, 2.148, 1.617)  0.120
H (-1.987, 1.586, 3.192)  0.121
H (1.787, 5.782, 4.469)  0.141
C (4.425, 5.338, -1.898)  -0.056
O (3.082, 5.093, -2.248)  -0.113
C (2.559, 5.749, -3.326)  -0.215
C (3.262, 6.640, -4.127)  -0.009
C (2.630, 7.322, -5.154)  -0.073
C (1.290, 7.107, -5.414)  -0.082
C (0.588, 6.193, -4.652)  -0.014
C (1.200, 5.511, -3.609)  -0.168
N (0.391, 4.695, -2.793)  0.153
C (0.729, 3.555, -2.109)  -0.374
N (1.698, 2.837, -2.706)  0.156
C (2.556, 1.813, -2.312)  -0.169
C (2.429, 0.990, -1.194)  -0.200
C (3.472, 0.084, -0.974)  -0.188
C (4.548, -0.050, -1.826)  -0.079
C (4.627, 0.723, -2.973)  -0.008
C (3.647, 1.662, -3.213)  -0.203
O (3.658, 2.527, -4.285)  -0.116
C (4.362, 2.159, -5.454)  -0.056
N (0.098, 3.190, -1.031)  0.105
C (-1.025, 3.991, -0.691)  -0.236
C (-2.204, 3.756, -1.405)  -0.070
C (-3.379, 4.419, -1.116)  -0.089
C (-3.400, 5.352, -0.092)  -0.066
C (-2.231, 5.653, 0.575)  0.012
C (-1.030, 5.013, 0.268)  -0.216
O (0.057, 5.460, 0.973)  -0.095
C (1.283, 5.648, 0.296)  -0.050
H (4.618, 4.702, -1.036)  0.100
H (4.584, 6.387, -1.627)  0.103
H (5.104, 5.062, -2.710)  0.099
H (4.308, 6.825, -3.944)  0.108
H (3.189, 8.031, -5.744)  0.109
H (0.791, 7.648, -6.201)  0.107
H (-0.457, 6.009, -4.849)  0.119
H (-0.514, 5.085, -2.566)  0.140
H (2.055, 3.279, -3.548)  0.129
H (3.447, -0.531, -0.087)  0.006
H (5.337, -0.751, -1.603)  0.102
H (5.462, 0.607, -3.644)  0.110
H (4.235, 2.992, -6.145)  0.099
H (3.936, 1.251, -5.892)  0.106
H (5.431, 2.011, -5.275)  0.089
H (-2.166, 3.034, -2.207)  0.109
H (-4.273, 4.212, -1.685)  0.104
H (-4.313, 5.870, 0.146)  0.109
H (-2.197, 6.408, 1.343)  0.129
H (1.892, 6.237, 0.980)  0.106
H (1.141, 6.203, -0.635)  0.101
H (1.790, 4.709, 0.073)  0.075
C (3.943, -3.664, -0.529)  -0.021
C (4.435, -3.542, 0.913)  -0.612
C (4.905, -4.912, 1.405)  -0.021
C (5.563, -2.527, 1.045)  -0.017
O (3.303, -3.148, 1.687)  -0.109
Si (2.930, -2.085, 2.823)  -0.030
S (2.058, -0.241, 2.018)  0.523
O (4.235, -1.547, 3.587)  -0.135
C (4.505, -0.704, 4.712)  -0.624
C (3.289, 0.146, 5.067)  -0.050
C (5.684, 0.193, 4.333)  -0.013
C (4.883, -1.613, 5.882)  -0.013
O (1.765, -2.707, 3.748)  -0.165
C (1.539, -4.029, 4.267)  -0.609
C (2.848, -4.790, 4.441)  -0.012
C (0.855, -3.866, 5.626)  -0.010
C (0.634, -4.772, 3.284)  -0.013
H (4.761, -3.952, -1.184)  0.097
H (3.526, -2.715, -0.853)  0.053
H (3.162, -4.420, -0.589)  0.093
H (5.714, -5.259, 0.768)  0.093
H (4.089, -5.630, 1.357)  0.091
H (5.269, -4.850, 2.427)  0.087
H (6.383, -2.788, 0.382)  0.098
H (5.920, -2.517, 2.071)  0.082
H (5.204, -1.530, 0.808)  0.072
H (3.029, 0.789, 4.229)  0.032
H (3.506, 0.763, 5.933)  0.097
H (2.438, -0.495, 5.285)  0.081
H (5.421, 0.829, 3.492)  0.088
H (6.545, -0.409, 4.056)  0.087
H (5.950, 0.817, 5.180)  0.091
H (4.049, -2.264, 6.132)  0.071
H (5.133, -1.010, 6.749)  0.092
H (5.739, -2.229, 5.619)  0.093
H (3.539, -4.228, 5.064)  0.081
H (3.311, -4.953, 3.477)  0.054
H (2.649, -5.750, 4.910)  0.102
H (1.552, -3.469, 6.360)  0.085
H (0.502, -4.834, 5.971)  0.093
H (0.009, -3.188, 5.553)  0.080
H (1.080, -4.740, 2.294)  0.086
H (-0.349, -4.312, 3.248)  0.074
H (0.521, -5.808, 3.588)  0.095
C (-7.962, -1.154, 0.350)  -0.035
C (-6.636, -0.536, -0.134)  -0.492
C (-6.549, 0.844, 0.536)  -0.033
C (-5.500, -1.424, 0.375)  -0.022
C (-6.638, -0.376, -1.695)  -0.413
O (-7.799, 0.382, -2.036)  -0.024
C (-6.736, -1.697, -2.506)  -0.085
C (-5.479, -2.466, -2.946)  -0.124
C (-4.983, -3.524, -2.002)  -0.241
C (-3.741, -3.412, -1.392)  -0.081
C (-3.242, -4.419, -0.583)  -0.112
C (-3.999, -5.561, -0.379)  -0.670
Cl (-3.363, -6.832, 0.604)  0.681
C (-5.246, -5.694, -0.969)  -0.088
C (-5.726, -4.679, -1.779)  -0.028
C (-5.565, 0.593, -2.292)  -0.026
N (-4.152, 0.425, -2.081)  -0.072
C (-3.358, 0.980, -1.156)  -0.176
N (-2.092, 0.661, -1.381)  0.073
C (-2.161, -0.079, -2.509)  -0.196
N (-3.381, -0.233, -2.955)  0.108
H (-7.891, -1.334, 1.420)  0.094
H (-8.182, -2.107, -0.123)  0.081
H (-8.798, -0.475, 0.191)  0.089
H (-6.845, 0.754, 1.580)  0.092
H (-7.226, 1.547, 0.055)  0.092
H (-5.541, 1.246, 0.514)  0.058
H (-5.422, -1.319, 1.455)  0.092
H (-4.544, -1.155, -0.061)  0.061
H (-5.698, -2.468, 0.155)  0.083
H (-8.584, -0.135, -1.822)  0.101
H (-7.250, -1.400, -3.424)  0.127
H (-7.398, -2.382, -1.977)  0.105
H (-4.670, -1.781, -3.180)  0.071
H (-5.742, -2.978, -3.876)  0.127
H (-3.146, -2.526, -1.558)  0.086
H (-2.268, -4.329, -0.131)  0.092
H (-5.827, -6.587, -0.811)  0.108
H (-6.687, -4.793, -2.257)  0.122
H (-5.838, 1.591, -1.944)  0.134
H (-5.727, 0.559, -3.372)  0.150
H (-3.706, 1.631, -0.382)  0.114
H (-1.306, -0.503, -2.989)  0.102
N (1.006, -7.134, -6.083)  0.179
C (0.907, -6.265, -5.342)  -0.184
C (0.790, -5.188, -4.433)  -0.220
C (1.926, -4.463, -4.062)  -0.002
C (1.815, -3.415, -3.174)  -0.016
C (0.571, -3.082, -2.626)  -0.222
C (-0.564, -3.802, -3.015)  -0.001
C (-0.460, -4.843, -3.914)  0.004
C (0.474, -1.999, -1.711)  -0.082
C (0.399, -1.043, -0.961)  -0.169
H (2.887, -4.724, -4.479)  0.126
H (2.688, -2.845, -2.897)  0.106
H (-1.529, -3.543, -2.610)  0.085
H (-1.337, -5.396, -4.222)  0.128

Atomic forces in eV per Å
Ta 0.787 0.243 1.012
C 0.034 -0.052 -0.151
N -0.115 0.366 -0.655
C 0.315 0.096 0.053
C 0.003 0.275 -0.087
C -0.563 -0.572 0.118
N 0.363 -1.738 -2.007
C 1.024 1.636 0.927
C -0.091 -0.180 -0.174
F -0.599 -0.050 0.276
C -0.017 -0.054 0.111
F -0.118 -0.094 -0.044
C -0.282 -0.237 -0.287
C 0.277 -0.053 0.047
F 0.026 -0.101 -0.097
C -0.171 -0.336 -0.130
F 0.317 0.086 -0.012
H 0.048 0.082 0.048
H -0.027 -0.047 -0.033
H 0.005 -0.077 -0.038
H -0.017 0.013 -0.087
H -0.094 0.085 0.049
H 0.017 0.030 0.052
H -0.023 -0.086 0.168
H 0.057 0.002 -0.065
H 0.026 -0.048 0.216
H 0.010 0.089 -0.266
H 0.117 0.121 0.078
C 0.325 0.034 0.072
O -0.418 0.255 -0.341
C -0.131 -0.058 0.099
C 0.143 -0.092 0.106
C -0.057 -0.037 -0.013
C 0.017 0.069 -0.030
C 0.143 -0.068 0.078
C 0.294 0.026 -0.083
N -0.367 0.049 0.277
C 0.074 -0.152 -0.217
N -0.062 0.223 -0.636
C 0.093 0.107 -0.012
C -1.179 0.150 1.072
C 0.373 -0.307 0.115
C -0.257 -0.048 0.189
C -0.066 0.262 -0.224
C -0.030 -0.064 0.075
O -0.168 -0.043 0.561
C 0.116 -0.073 -0.304
N 0.552 -1.221 0.573
C -0.171 -0.052 0.120
C 0.047 0.125 0.092
C -0.097 -0.043 -0.046
C 0.054 0.031 -0.018
C 0.138 -0.078 0.044
C 0.139 0.133 0.037
O -0.567 -0.220 -0.150
C 0.309 0.153 -0.187
H 0.053 0.059 -0.030
H -0.015 -0.064 -0.029
H -0.032 0.002 0.039
H 0.102 0.013 0.091
H 0.083 0.047 -0.056
H -0.052 0.038 -0.111
H -0.141 -0.056 -0.005
H 0.174 -0.094 0.063
H -0.166 -0.099 0.066
H 0.005 -0.028 -0.095
H 0.072 -0.138 0.048
H 0.056 0.029 -0.101
H 0.023 -0.110 0.026
H 0.069 0.051 0.066
H -0.094 0.058 0.058
H 0.044 -0.037 -0.025
H -0.098 -0.012 -0.083
H -0.131 0.107 0.110
H -0.033 0.128 0.102
H 0.069 0.021 -0.101
H -0.010 0.005 0.064
H -0.031 0.065 0.023
C 0.043 0.085 0.415
C 0.417 -0.371 -0.427
C -0.158 0.349 -0.083
C -0.244 -0.184 0.093
O -0.170 -0.109 0.013
Si -0.262 0.222 -0.285
S -0.839 0.801 -1.207
O 0.020 -0.226 -0.227
C 0.269 0.298 0.525
C 0.195 -0.132 -0.189
C -0.303 -0.269 0.006
C -0.089 0.161 -0.342
O 0.048 0.225 0.167
C -0.212 -0.527 0.286
C -0.160 0.247 -0.080
C 0.170 0.046 -0.332
C 0.213 0.247 0.187
H 0.091 -0.009 -0.130
H -0.012 0.140 -0.083
H -0.083 -0.066 -0.022
H 0.113 -0.101 -0.051
H -0.050 -0.088 -0.009
H 0.070 -0.006 0.121
H 0.094 -0.011 -0.100
H 0.134 0.049 0.046
H 0.024 0.221 -0.115
H -0.011 0.132 0.059
H 0.014 0.045 0.139
H -0.182 -0.053 0.116
H -0.047 0.090 -0.099
H 0.109 -0.082 -0.018
H 0.069 0.111 0.079
H -0.118 -0.062 0.090
H 0.042 0.043 0.166
H 0.097 -0.064 -0.019
H 0.085 0.043 0.141
H 0.079 -0.145 -0.120
H 0.033 -0.101 0.051
H 0.076 0.065 0.080
H -0.048 -0.091 0.083
H -0.141 0.045 -0.043
H 0.034 -0.054 -0.161
H -0.150 0.040 0.005
H -0.041 -0.144 0.033
C 0.218 0.062 -0.216
C 0.002 0.137 0.066
C -0.057 -0.179 -0.193
C -0.268 0.098 -0.087
C 0.214 -0.320 0.172
O -0.179 0.241 -0.103
C 0.119 0.111 -0.003
C -0.146 -0.031 0.100
C 0.147 -0.035 -0.127
C -0.029 -0.183 -0.051
C -0.081 -0.058 -0.034
C -0.019 0.158 -0.067
Cl 0.040 -0.146 0.130
C 0.002 0.005 0.045
C 0.148 0.075 0.092
C -1.045 0.100 -0.157
N 0.761 0.228 0.563
C 0.119 -0.148 -0.137
N 0.265 0.200 0.480
C -0.259 0.064 0.138
N 0.172 -0.242 -0.825
H -0.011 -0.012 0.096
H -0.036 -0.121 -0.036
H -0.124 0.044 0.031
H 0.052 0.025 0.109
H -0.015 0.091 0.004
H 0.149 0.127 0.022
H 0.014 0.002 0.149
H 0.186 -0.012 -0.023
H 0.058 -0.105 0.011
H 0.050 -0.008 -0.065
H -0.043 0.016 0.087
H -0.138 -0.032 -0.028
H -0.147 -0.207 -0.136
H 0.018 0.074 -0.037
H 0.044 0.137 -0.008
H 0.127 -0.044 0.092
H -0.038 -0.132 0.042
H -0.140 -0.042 -0.068
H 0.076 -0.073 -0.059
H 0.096 0.135 0.123
H -0.153 0.072 0.205
H 0.214 -0.135 -0.177
N 0.026 -0.270 -0.216
C 0.046 -0.379 -0.362
C -0.095 0.741 0.602
C -0.095 -0.108 -0.062
C -0.082 0.070 0.027
C 0.062 -0.323 -0.342
C 0.123 0.091 0.062
C 0.143 -0.085 -0.059
C -0.119 0.208 0.186
C -0.104 0.811 0.840
H 0.033 -0.033 -0.025
H 0.045 0.065 0.017
H -0.057 0.028 0.029
H -0.015 -0.011 0.033